i.
{"formula": "C9H12NO", "method": "ωB97M-V/def2-TZVPD", "elements": ["C", "C", "C", "C", "C", "C", "C", "C", "C", "N", "O", "H", "H", "H", "H", "H", "H", "H", "H", "H", "H", "H", "H"], "coordinates": [[0.57640, 2.71271, 1.77360], [-0.05075, 2.18727, 2.92030], [1.21288, 1.95052, 0.82066], [-0.34990, 0.83212, 2.88670], [0.64690, 0.71390, 0.60776], [0.07472, 0.05417, 1.73082], [-1.80149, -0.78768, -0.09064], [-1.52787, -0.97130, -1.24019], [0.54287, -2.06708, -2.26442], [-0.98797, -1.55813, -2.40142], [0.95902, -1.87727, -3.53341], [0.81815, 3.81932, 1.81083], [-0.28437, 3.02688, 3.62352], [1.80503, 2.29700, -0.04504], [-0.84506, 0.43179, 3.83203], [1.09322, -0.06431, -0.05716], [-1.87765, -0.74142, 1.01860], [-0.12843, -1.24712, 1.66334], [0.81158, -1.32894, -1.43947], [0.80987, -3.08549, -1.95324], [-1.58600, -2.39319, -2.63344], [-0.93911, -0.91159, -3.15256], [1.02796, -0.99216, -3.87716]], "lowdin_charge": [-0.103, -0.086, -0.096, -0.091, -0.160, -0.149, 0.163, -0.108, -0.113, 0.102, 0.032, 0.127, 0.129, 0.120, 0.125, 0.082, 0.075, 0.177, 0.121, 0.163, 0.215, 0.155, 0.122], "multiplicity": 1, "e_lumo_ev": -3.70, "homo_ha": -0.443, "homo_lumo_gap_ev": 8.360, "charge": 1}

***

ii.
{"formula": "C9H12NO", "method": "ωB97M-V/def2-TZVPD", "elements": ["C", "C", "C", "C", "C", "C", "C", "C", "C", "N", "O", "H", "H", "H", "H", "H", "H", "H", "H", "H", "H", "H", "H"], "coordinates": [[-3.19925, 1.27460, -0.29341], [-2.89593, -1.04917, 0.57864], [-1.88388, 1.40323, -0.34624], [-1.53037, -0.94043, 0.46010], [-3.78169, 0.03185, 0.17514], [-1.10209, 0.31124, -0.09814], [2.45271, 0.02354, -1.22634], [2.08990, 0.58653, 1.23446], [1.48198, -0.05928, -0.03284], [-5.03940, -0.12998, 0.17732], [0.32363, 0.70836, -0.36888], [-4.00448, 2.10369, -0.58181], [-3.31024, -2.06952, 0.76814], [-1.41995, 2.43039, -0.51629], [-0.66456, -1.68330, 0.52205], [2.26979, -0.65379, -1.96412], [3.46279, 0.01429, -0.83107], [2.27635, 1.01479, -1.64090], [2.72871, -0.23053, 1.75129], [1.26692, 0.97385, 1.75924], [2.77588, 1.43168, 0.79851], [1.10215, -1.05819, -0.06050], [-5.42855, -1.03024, 0.67301]], "lowdin_charge": [0.050, 0.059, -0.012, 0.053, -0.364, -0.061, -0.009, -0.006, -0.418, 0.249, -0.033, 0.195, 0.151, 0.181, 0.155, 0.050, 0.093, 0.098, 0.128, 0.052, 0.129, 0.110, 0.149], "multiplicity": 1, "e_lumo_ev": [-6.83, -6.82], "homo_ha": [-0.532, -0.532], "homo_lumo_gap_ev": [7.647, 7.648], "charge": 1}

***

Short version: ii is the most stable of them.

***

i.
{"formula": "C4H3N5O6", "method": "ωB97M-V/def2-TZVPD", "elements": ["C", "C", "C", "C", "N", "N", "N", "N", "N", "O", "O", "O", "O", "O", "O", "H", "H", "H"], "coordinates": [[-0.66266, -1.14228, 0.23591], [-0.03391, -0.61091, 1.30764], [-0.27699, 0.39206, -0.88630], [1.28529, 2.13713, -0.42283], [0.64560, 0.53327, 1.18018], [0.49134, 1.02198, -0.02011], [-1.39444, -2.17200, -0.22687], [-0.00678, -1.14438, 2.66628], [-0.38333, 0.51234, -2.31886], [-0.73245, -3.12608, -0.57293], [-0.05428, -0.30625, 3.54195], [0.00640, 1.43831, -2.91764], [-2.62886, -2.09249, -0.23035], [-0.17650, -2.32481, 2.82439], [-0.95706, -0.44534, -2.87197], [2.37153, 1.85871, -0.82995], [0.78641, 2.81724, -0.97061], [1.72071, 2.65352, 0.51205]], "lowdin_charge": [0.113, -0.180, 0.104, 0.000, 0.166, -0.156, -0.388, -0.343, -0.374, 0.147, 0.111, 0.132, 0.123, 0.123, 0.084, 0.161, 0.045, 0.131], "multiplicity": 1, "e_lumo_ev": -2.04, "homo_ha": -0.381, "homo_lumo_gap_ev": 8.327}

***

ii.
{"formula": "C4H3N5O6", "method": "ωB97M-V/def2-TZVPD", "elements": ["O", "N", "O", "C", "N", "O", "O", "N", "O", "O", "C", "C", "C", "N", "N", "H", "H", "H"], "coordinates": [[-0.29390, -1.29383, 4.49624], [-1.14551, -0.74552, 3.79903], [-2.20943, -1.16474, 3.49460], [-0.70024, 0.52502, 3.27154], [-1.21343, 1.35219, 2.32586], [-0.59118, 2.38346, 2.13382], [-2.32678, 1.13901, 1.85919], [0.58741, 0.82955, 3.48428], [1.20073, 1.25916, 4.38913], [1.24196, 0.70456, 2.13401], [0.95698, 0.36128, 1.07185], [0.39041, -0.78172, 0.50584], [0.00459, -0.49341, -0.82148], [0.21541, 0.80452, -1.06125], [0.78587, 1.27558, 0.05892], [0.42653, -1.65756, 1.02913], [-0.51488, -1.22061, -1.56158], [1.02391, 2.26235, 0.03191]], "lowdin_charge": [0.084, -0.331, 0.158, -0.131, -0.341, 0.089, 0.128, -0.024, 0.295, 0.159, -0.492, 0.016, -0.126, 0.063, 0.059, 0.082, 0.141, 0.170], "multiplicity": 1, "e_lumo_ev": [-3.33, -3.29], "homo_ha": [-0.350, -0.350], "homo_lumo_gap_ev": [6.201, 6.247], "smiles": "O=[N+]([O-])C([N+](=O)[O-])=[N+]([O-])Oc1ccn[nH]1"}

***

Short version: i is the most stable of them.

***

i.
{"formula": "C4H8OSe", "method": "ωB97M-V/def2-TZVPD", "elements": ["C", "C", "C", "C", "O", "Se", "H", "H", "H", "H", "H", "H", "H", "H"], "coordinates": [[-0.33403, -1.20634, -0.97116], [-0.71776, 0.53377, 1.29248], [-0.15717, 1.17294, 0.06105], [0.48695, 0.04960, -0.73528], [0.05024, -2.33610, -0.83645], [2.33140, -0.51167, -0.25393], [-1.40871, -1.12002, -1.24231], [-1.19826, -0.48602, 1.06723], [-1.43477, 1.17160, 1.77182], [-0.02894, 0.19956, 2.08743], [0.63386, 1.92586, 0.16360], [-0.86558, 1.80104, -0.47344], [0.75042, 0.48164, -2.13598], [1.89233, -1.67586, 0.20494]], "lowdin_charge": [-0.373, -0.116, -0.319, -0.614, 0.005, 0.858, 0.135, 0.097, 0.065, 0.085, 0.101, 0.107, 0.215, -0.248], "multiplicity": 1, "e_lumo_ev": 0.44, "homo_ha": -0.323, "homo_lumo_gap_ev": 9.224}

***

ii.
{"formula": "C4H8OSe", "method": "ωB97M-V/def2-TZVPD", "elements": ["C", "C", "C", "C", "O", "Se", "H", "H", "H", "H", "H", "H", "H", "H"], "coordinates": [[1.93040, -0.69309, -0.15488], [1.68404, -0.03839, -1.42244], [-1.27770, 1.07572, 0.78734], [-0.61606, -1.68763, 0.67731], [2.81686, -0.94454, 0.58234], [-1.56739, -0.48467, -0.34763], [0.61186, 0.20154, -1.51693], [1.93697, -0.74163, -2.21641], [2.27928, 0.86922, -1.53550], [-1.91648, 0.99304, 1.66476], [-0.22835, 1.07584, 1.08068], [-1.52539, 1.97286, 0.22905], [-0.61446, -2.69595, 0.29760], [-0.68783, -1.56529, 1.74432]], "lowdin_charge": [-0.248, -0.088, -0.401, -0.424, 0.096, 0.851, 0.001, 0.099, 0.093, 0.020, 0.017, 0.017, -0.023, -0.009], "multiplicity": 1, "e_lumo_ev": [0.42, 0.59], "homo_ha": [-0.257, -0.261], "homo_lumo_gap_ev": [7.412, 7.685]}

***

iii.
{"formula": "C4H8OSe", "method": "ωB97M-V/def2-TZVPD", "elements": ["C", "Se", "C", "C", "C", "O", "H", "H", "H", "H", "H", "H", "H", "H"], "coordinates": [[-2.71620, -1.27449, -0.23168], [-1.64867, 0.32564, -0.74273], [0.05885, -0.25714, 0.00381], [1.12948, 1.16970, -0.32681], [2.40248, 1.07745, 0.44508], [0.78659, 1.90098, -1.16210], [-2.97532, -1.14221, 0.92512], [-3.64157, -1.16758, -0.78673], [-2.06523, -2.08864, -0.54084], [0.52016, -1.07142, -0.50887], [0.07362, -0.67509, 0.99857], [2.47273, 2.01547, 1.12048], [3.30062, 0.96265, -0.22139], [2.30246, 0.22468, 1.02810]], "lowdin_charge": [-0.420, 0.877, -0.431, -0.464, -0.027, 0.067, 0.064, -0.007, 0.001, 0.031, 0.039, 0.128, 0.109, 0.032], "multiplicity": 1, "e_lumo_ev": 0.84, "homo_ha": -0.296, "homo_lumo_gap_ev": 8.901, "smiles": "C[Se]CC(C)=O"}

***

Short version: iii is the most stable of them.

***

i.
{"formula": "C3HN3O2", "method": "ωB97M-V/def2-TZVPD", "elements": ["N", "C", "C", "C", "N", "N", "O", "O", "H"], "coordinates": [[0.70342, 1.35154, -2.76432], [0.33596, 0.82546, -1.82360], [-0.16434, 0.17202, -0.67226], [1.22456, -0.74213, -0.10394], [2.19092, -1.22043, 0.18524], [-1.23253, -0.90516, -0.86415], [-2.32717, -0.62082, -1.25248], [-0.85163, -1.98270, -0.45441], [-0.33347, 0.96329, 0.07431]], "lowdin_charge": [0.219, -0.211, -0.068, -0.119, 0.149, -0.366, 0.138, 0.095, 0.162], "multiplicity": 1, "e_lumo_ev": -1.12, "homo_ha": -0.454, "homo_lumo_gap_ev": 11.236, "smiles": "N#CC(C#N)[N+](=O)[O-]"}

***

ii.
{"formula": "C3HN3O2", "method": "ωB97M-V/def2-TZVPD", "elements": ["C", "C", "C", "N", "N", "N", "O", "O", "H"], "coordinates": [[0.20882, 2.07607, 0.15041], [0.01898, 0.73278, -0.47123], [0.66547, -0.28162, 0.43534], [-1.16665, 0.20815, -0.92717], [-1.38463, -0.89302, -0.37482], [-0.31612, -1.24960, 0.44921], [1.68530, -0.24046, 1.03782], [0.69621, 1.84794, -0.97013], [-0.40740, -2.20026, 0.67057]], "lowdin_charge": [0.190, -0.441, -0.430, 0.086, 0.048, 0.114, 0.126, 0.173, 0.134], "multiplicity": 1, "e_lumo_ev": -0.39, "homo_ha": -0.376, "homo_lumo_gap_ev": 9.853}

***

Short version: ii is the most stable of them.

***

i.
{"formula": "C4H6", "method": "ωB97M-V/def2-TZVPD", "elements": ["C", "C", "C", "C", "H", "H", "H", "H", "H", "H"], "coordinates": [[-0.20819, -1.49675, 0.37707], [-0.68749, -0.33546, 0.75664], [0.11754, 0.88532, 0.20826], [0.47508, 1.25083, -1.07281], [0.46039, -1.62320, -0.43102], [-0.78232, -2.42587, 0.71298], [-1.38555, -0.24118, 1.64544], [0.72661, 1.30053, 1.01845], [1.25608, 2.00350, -1.39119], [0.02785, 0.68227, -1.82382]], "lowdin_charge": [-0.039, -0.181, -0.175, -0.008, 0.044, 0.080, 0.110, 0.079, 0.073, 0.019], "multiplicity": 1, "e_lumo_ev": 1.24, "homo_ha": -0.349, "homo_lumo_gap_ev": 10.728, "smiles": "C=CC=C"}

***

ii.
{"formula": "C4H6", "method": "ωB97M-V/def2-TZVPD", "elements": ["C", "C", "H", "H", "C", "C", "H", "H", "H", "H"], "coordinates": [[1.06744, 2.29372, -1.11573], [1.68676, 2.59341, -2.09781], [0.36687, 2.34809, -0.34320], [2.47414, 2.84257, -2.80683], [-0.67738, -2.23891, 1.78626], [-1.77232, -2.04459, 1.03417], [0.21833, -1.76938, 1.41178], [-0.64532, -3.04132, 2.52580], [-1.71725, -1.44576, 0.10130], [-2.52379, -2.55598, 1.46982]], "lowdin_charge": [-0.016, -0.014, 0.002, 0.028, -0.080, -0.069, 0.033, 0.051, 0.068, -0.004], "multiplicity": 1, "e_lumo_ev": 1.06, "homo_ha": -0.372, "homo_lumo_gap_ev": 11.176, "smiles": "C#C.C=C"}

***

iii.
{"formula": "C4H6", "method": "ωB97M-V/def2-TZVPD", "elements": ["C", "C", "C", "C", "H", "H", "H", "H", "H", "H"], "coordinates": [[-0.09550, -1.65830, -0.84203], [-0.10244, -0.31781, -0.61084], [0.49493, 0.33944, 0.61149], [0.02765, 1.65686, 0.86438], [-0.80196, -2.16173, -1.60288], [0.29754, -2.36499, -0.16553], [-0.75394, 0.37903, -1.26381], [1.20134, -0.29853, 1.17404], [-0.60008, 2.13121, 0.12269], [0.33245, 2.29481, 1.71250]], "lowdin_charge": [-0.025, -0.223, -0.157, 0.005, 0.079, 0.025, 0.117, 0.097, 0.035, 0.048], "multiplicity": 1, "e_lumo_ev": 0.85, "homo_ha": -0.322, "homo_lumo_gap_ev": 9.611, "smiles": "C=CC=C"}

***

iv.
{"formula": "C4H6", "method": "ωB97M-V/def2-TZVPD", "elements": ["C", "C", "C", "H", "H", "C", "H", "H", "H", "H"], "coordinates": [[1.07842, 1.58620, -0.67411], [0.67602, 0.51122, -1.53164], [1.96979, 0.69196, -1.36085], [0.00953, -0.01659, -2.01038], [2.95424, 0.25973, -1.40991], [-1.36074, -0.65837, 1.35716], [-0.93582, -0.21536, 0.47702], [-2.14106, -0.09541, 1.63482], [-0.57970, -0.35870, 2.05830], [-1.67069, -1.70469, 1.45959]], "lowdin_charge": [0.045, -0.094, -0.078, 0.036, 0.091, -0.020, -0.016, -0.033, 0.031, 0.038], "multiplicity": 1, "e_lumo_ev": 1.06, "homo_ha": -0.342, "homo_lumo_gap_ev": 10.362, "smiles": "C1=CC=1.C"}

***

Short version: iii is the most stable of them.

***

i.
{"formula": "C4H5NOS", "method": "ωB97M-V/def2-TZVPD", "elements": ["O", "C", "N", "C", "C", "C", "S", "H", "H", "H", "H", "H"], "coordinates": [[2.84969, 1.52665, 0.43069], [1.86540, 1.00168, 0.89515], [1.41481, 0.17771, 1.85378], [0.42060, 0.88399, 0.96837], [-0.35299, 0.18513, -0.14238], [0.25235, -0.36596, -1.18692], [-0.51285, -0.95333, -2.62423], [1.64424, -0.82298, 1.84420], [-0.34271, 1.61167, 1.35192], [-1.39536, 0.24204, -0.25244], [1.38334, -0.39769, -1.11702], [-1.85383, -0.64471, -2.32538]], "lowdin_charge": [0.105, -0.494, 0.173, -0.169, -0.161, -0.572, 0.743, 0.145, 0.148, 0.066, 0.098, -0.082], "multiplicity": 1, "e_lumo_ev": 0.68, "homo_ha": -0.324, "homo_lumo_gap_ev": 9.494, "smiles": "O=C1N[C@@H]1/C=C/S"}

***

ii.
{"formula": "C4H5NOS", "method": "ωB97M-V/def2-TZVPD", "elements": ["C", "N", "C", "C", "C", "S", "O", "H", "H", "H", "H", "H"], "coordinates": [[2.48852, -0.83104, 0.24553], [1.45087, -0.06652, -0.31179], [1.11996, 1.21648, -0.03960], [-0.21934, 1.43762, 0.07603], [-0.76997, 0.13009, -0.01236], [-2.32270, -0.39235, 0.06019], [0.21202, -0.78176, -0.21551], [2.66941, -1.77317, -0.29480], [3.39480, -0.27517, 0.12359], [2.27451, -1.00244, 1.27052], [1.93591, 1.92512, 0.01661], [-0.67870, 2.40405, 0.21003]], "lowdin_charge": [-0.030, -0.133, -0.065, -0.052, -0.887, 0.643, -0.027, 0.111, 0.094, 0.092, 0.138, 0.115], "multiplicity": 1, "e_lumo_ev": 0.26, "homo_ha": -0.299, "homo_lumo_gap_ev": 8.414, "smiles": "Cn1ccc(=S)o1"}

***

Short version: ii is the most stable of them.